Entry 1:
CH4N2O3 as an isolated structure in a non-equilibrium geometry, computed with the ωB97M-V functional and the def2-TZVPD basis.

The geometry in XYZ format:
```
10
Properties=species:S:1:pos:R:3:forces:R:3:mulliken_charge:R:1
O -0.996198 1.301723 -0.409793 0.0741 -0.1463 0.2574 -0.63
O 1.492478 0.855770 -0.852281 -0.5677 0.2276 1.4048 -0.40
O 1.176014 -1.145512 -0.154683 1.1128 0.3766 -1.2350 -0.59
N 0.855857 0.096910 0.347236 0.3319 1.3890 -1.0976 0.04
N -1.287374 -0.538578 0.931179 0.0206 0.1444 0.0362 -0.33
C -0.578580 0.357260 0.230793 0.1527 -0.1338 -0.4019 0.62
H -2.286073 -0.430840 0.980992 0.0727 -0.0726 -0.0696 0.24
H 1.734573 -0.413018 -1.016762 -1.1827 -1.7216 1.0140 0.44
H 0.733393 1.305081 -1.296889 0.0438 -0.1490 0.0764 0.37
H -0.844089 -1.388796 1.240208 -0.0584 0.0858 0.0152 0.23
```
Forces are in eV/Å.

Computed properties:
Relative energy (zero: lowest compared OMol25 entry of this formula, charge and spin), kJ/mol: 181.26
HOMO, eV: -9.440
LUMO energy, eV: 0.8
Calculated total energy, hartree: -375.5982
Gap between HOMO and LUMO, Ha: 0.3765
Spin multiplicity: 1

Entry 2:
A 2-piece molecular cluster, C5H14OS2 overall in a non-equilibrium geometry, computed with the ωB97M-V functional and the def2-TZVPD basis.

The geometry in XYZ format:
```
22
Properties=species:S:1:pos:R:3:forces:R:3:mulliken_charge:R:1
S 0.146287 0.478367 1.922845 0.3391 -0.5811 -0.1916 -0.10
S -1.104312 0.679925 0.245476 1.2962 -1.6016 -1.6250 -0.13
O -2.397430 3.545665 -4.777015 2.0496 -0.8223 1.7584 -0.66
C 1.755631 -0.483990 1.576578 -1.2117 0.2545 3.2809 -0.17
C -0.179726 -3.352185 -1.095519 4.0017 1.3736 0.6882 -1.13
C -0.425959 -0.719829 -1.035970 -3.8368 -2.1998 3.8837 -0.77
C 0.293042 -1.939022 -0.327592 0.5288 -1.3106 -4.0506 -0.30
C 2.814541 0.365516 2.352903 0.6972 -1.1455 0.1802 -1.09
H 2.500159 1.441576 2.439073 0.3611 -1.2287 0.2735 0.35
H 0.266646 -2.234071 0.665327 -0.8640 0.6846 2.0413 0.34
H 2.020789 -0.462313 0.552794 -0.1425 -0.3840 -0.7246 0.14
H -1.431232 -1.188095 -1.439412 2.0347 1.5609 0.3746 0.37
H -0.645542 -2.938063 -1.997437 -0.5001 -1.4879 0.2378 0.38
H -2.482446 3.558335 -3.763777 0.3282 -0.0770 -2.3311 0.33
H 1.538651 -1.542590 2.113812 0.9721 2.4409 -1.8052 0.28
H 0.222152 -0.307592 -1.734745 0.7196 0.9758 -1.2810 0.43
H 0.802608 -3.908505 -1.325553 -1.1611 1.1458 -0.5406 0.26
H -1.453550 3.191155 -4.951372 -2.3751 0.8969 0.5838 0.33
H 3.002051 -0.190162 3.340927 -0.0799 1.4712 -1.2301 0.24
H 3.756213 0.336248 1.732253 -0.7228 0.0437 0.8876 0.31
H 1.375222 -1.743055 -0.528867 -0.9018 -0.7863 -0.0799 0.30
H -0.509047 -4.133802 -0.402449 -1.5326 0.7767 -0.3304 0.30
```
Forces are in eV/Å.

Computed properties:
Relative energy (zero: lowest compared OMol25 entry of this formula, charge and spin), kJ/mol: 346.36
HOMO, eV: -7.752
LUMO energy, eV: 0.4
SMILES string: CCCSSCC.O
Calculated total energy, hartree: -1070.3903
Gap between HOMO and LUMO, Ha: 0.3005
Spin multiplicity: 1

Entry 3:
C19H12BrCl2F4O4PSW as an isolated structure in a non-equilibrium geometry, computed with the ωB97M-V functional and the def2-TZVPD basis.

The geometry in XYZ format:
```
45
Properties=species:S:1:pos:R:3:forces:R:3:mulliken_charge:R:1
W -0.259939 0.484677 -0.357209 0.4663 0.4552 -0.8066 0.99
Br 0.309432 2.818980 -1.024454 -0.2303 0.1031 -0.0861 0.07
Cl -1.547071 -1.430701 -1.273396 -0.1591 0.0871 0.1110 0.05
Cl 0.669720 -0.257591 -2.506586 -0.0567 -0.0715 0.0199 0.06
S 0.727643 -0.355540 1.911882 -0.2251 -0.1583 -0.1748 1.07
P -2.335932 1.604968 0.587842 0.2225 -0.4466 0.0507 -0.20
F -3.610073 6.472363 1.638050 -0.0051 0.0128 0.0066 -0.19
F -1.387363 7.444322 0.415671 0.0118 0.0270 -0.0138 -0.17
F -4.042123 3.830965 1.725095 -0.0232 0.0560 0.0197 -0.31
F 0.358327 5.745380 -0.753649 0.0063 0.0014 -0.0007 -0.25
O -0.818875 -0.632159 2.204928 0.1586 -0.3580 0.4655 -0.17
O 0.631561 1.072754 1.364903 -0.3267 0.1457 0.3277 -0.29
O 0.792970 -1.011921 0.541119 -0.2010 -0.0956 0.2784 -0.49
O 1.587933 -0.664200 2.953138 0.1589 -0.0012 0.0694 -0.37
C -4.860984 0.509756 -0.167406 0.0892 -0.1975 0.0965 -0.36
C -4.339135 1.223647 -2.825601 0.0697 0.0408 -0.0349 -0.82
C -3.768454 1.264375 3.003043 0.0630 -0.0344 -0.1473 -0.48
C -2.038990 3.380384 0.606349 0.1498 -0.0180 -0.1486 0.07
C -3.672107 1.151219 -0.505471 0.0635 0.3776 -0.0128 1.00
C -1.603011 6.172250 0.473039 -0.0231 -0.0909 0.0041 0.67
C -5.529142 0.583894 -2.485603 0.0116 -0.0129 0.0407 -0.61
C -3.409884 1.520060 -1.841996 -0.1551 0.0484 0.0346 -0.33
C -3.104134 -0.091889 4.992465 -0.0517 -0.0005 0.0201 -0.81
C -1.950737 -0.442325 4.351219 0.0341 0.0445 -0.0441 -0.56
C -2.626611 0.978262 2.330470 -0.1710 0.0996 0.0719 0.22
C -2.737924 5.670837 1.103231 0.0327 -0.0266 -0.0228 0.10
C -1.561617 0.231902 3.090969 -0.0423 0.2081 -0.2580 0.77
C -2.940109 4.292495 1.148564 0.0727 -0.1604 -0.0200 0.28
C -0.692214 5.281654 -0.121469 0.0604 -0.0413 -0.0231 0.35
C -0.283778 -1.805126 -2.508372 0.0524 0.1806 0.0175 -0.31
C -3.994719 0.754462 4.327304 0.0253 -0.0557 0.1054 -0.45
C -0.922383 3.926465 -0.040974 -0.1155 0.0702 0.1141 0.42
C -5.786501 0.231731 -1.165279 -0.0279 -0.0170 -0.0239 -0.81
H -0.904131 1.043759 3.483360 -0.0050 0.0069 0.0466 0.44
H -1.242092 -1.146354 4.781581 0.0042 -0.0018 0.0055 0.53
H -6.720344 -0.252698 -0.910761 0.0064 0.0062 0.0178 0.47
H -0.754996 -1.930051 -3.481263 0.0422 -0.1032 -0.0047 0.44
H 0.351292 -2.620301 -2.168407 -0.0335 -0.0502 -0.0629 0.41
H -4.932696 1.019422 4.810122 0.0091 -0.0186 0.0177 0.50
H -4.559792 1.860144 2.570539 0.0198 0.0061 -0.0551 0.69
H -4.151374 1.524124 -3.848341 -0.0363 -0.0104 -0.0114 0.51
H -6.268487 0.371909 -3.247550 0.0208 0.0104 -0.0232 0.48
H -3.354057 -0.503274 5.963677 0.0084 0.0010 -0.0022 0.53
H -5.079017 0.212680 0.849818 -0.0001 0.0053 -0.0104 0.48
H -2.539456 2.116934 -2.112929 0.0291 -0.0234 0.0461 0.40
```
Forces are in eV/Å.

Computed properties:
Net charge: +4
Relative energy (zero: lowest compared OMol25 entry of this formula, charge and spin), kJ/mol: 0.00
HOMO, eV: -21.116
LUMO energy, eV: -15.5
Calculated total energy, hartree: -5730.8548
Gap between HOMO and LUMO, Ha: 0.2071
Spin multiplicity: 1

Entry 4:
C13H24AsBrOP as an isolated structure in a non-equilibrium geometry, computed with the ωB97M-V functional and the def2-TZVPD basis.

The geometry in XYZ format:
```
41
Properties=species:S:1:pos:R:3:forces:R:3:mulliken_charge:R:1
Br -0.009149 -0.640325 -3.948662 -0.0199 -0.0587 0.2684 -0.28
As -1.173650 -0.058352 -0.827967 -0.8363 -0.1258 -0.7937 0.11
P -2.170743 1.451556 0.752245 0.5683 0.7481 1.2500 -0.10
O 1.675651 0.671849 -1.353943 -0.2442 0.0986 0.0089 -0.29
C 4.407763 1.167221 1.688332 0.7553 0.0812 1.1400 -0.30
C 0.009847 -3.513220 -0.856736 0.7644 0.7151 0.0386 -1.13
C 2.332430 0.311082 0.941324 -1.3087 -0.7949 0.4786 0.46
C 3.736717 1.456574 -0.560420 0.4004 0.4688 -1.3506 -0.27
C 3.246470 0.489381 1.944731 -0.1187 -0.1110 0.3717 -0.90
C -0.469638 -1.428789 -2.185505 0.2160 -0.4324 0.0661 -0.85
C -2.682895 -0.734630 2.458085 -0.1078 0.8134 -0.4561 -0.86
C -3.385260 0.392613 1.667803 -0.4099 -0.5781 -0.4477 -0.85
C 2.548064 0.805488 -0.320573 -0.1853 0.0837 -0.5966 -0.14
C 0.631593 -2.351100 -1.664772 -0.3523 -0.2986 -0.1664 -0.14
C 0.363720 1.255487 -1.133304 0.3249 0.1740 0.5004 -1.38
C -3.244828 2.665886 -0.158412 -0.7290 -0.6669 0.0274 -1.13
C 4.662088 1.640393 0.424699 0.7630 0.2066 0.4578 -0.52
H -3.081280 2.643488 -1.239546 0.2534 0.1392 0.0539 0.33
H 5.105205 1.321511 2.505880 0.1198 0.0476 -0.1622 0.34
H -4.294453 2.372422 -0.024407 0.0504 0.0173 -0.0093 0.33
H -3.153099 3.669197 0.255984 0.2250 0.0245 -0.1873 0.34
H 1.427777 -0.236251 1.182323 -0.1333 0.1147 -0.2952 0.31
H -2.426280 -1.029540 -0.583580 -0.0974 -0.2221 0.0214 0.21
H 3.018467 0.096183 2.926769 0.1060 0.0252 0.0620 0.38
H 0.434008 1.911729 -0.258700 -0.0922 -0.1027 0.0443 0.66
H -3.360612 -1.074013 3.242023 0.2336 -0.2611 0.0849 0.36
H -1.990726 0.671242 -1.979605 -0.0011 0.0385 -0.2117 0.05
H 0.829140 -3.965325 -0.289853 -0.1668 -0.3678 -0.0874 0.39
H 1.340712 -1.852237 -1.002938 -0.0015 0.2936 -0.2571 -0.01
H -1.749050 -0.345375 2.872337 -0.0794 -0.1769 0.2522 0.29
H -2.434365 -1.540330 1.766927 0.0027 -0.1032 0.1596 0.09
H 0.112752 1.894310 -1.984750 0.1061 -0.2591 -0.1863 0.34
H -1.319353 -2.075079 -2.413689 -0.1294 0.2568 -0.1712 0.61
H 3.950528 1.832335 -1.555416 -0.2166 -0.0432 -0.0270 0.40
H 1.164713 -2.756430 -2.529093 0.2368 -0.0422 0.1903 0.54
H -0.409663 -0.823689 0.332780 0.2634 0.1608 0.1660 -0.21
H -0.677239 -3.102050 -0.114904 -0.2558 -0.1978 -0.1702 0.12
H -4.086201 -0.100342 0.973837 0.0891 0.1309 -0.1002 0.45
H -0.456566 -4.238824 -1.522177 -0.1894 -0.0483 0.2072 0.36
H -4.020618 0.991235 2.327480 0.2462 0.1940 0.0308 0.50
H 5.598023 2.154720 0.245392 -0.0494 0.0582 -0.2042 0.35
```
Forces are in eV/Å.

Computed properties:
Net charge: -1
HOMO, eV: -3.251
LUMO energy, eV: 3.2
Calculated total energy, hartree: -5735.9950
Gap between HOMO and LUMO, Ha: 0.2362
Spin multiplicity: 1